Molecular formula: C17H25ClOPd
Method: DFT, wB97M-V/def2-TZVPD

Each line ends with the Mulliken charge.
Cartesian coordinates (Å):
C: 0.196 0.741 -4.703  1.0027
C: 1.587 1.315 -4.961  -1.3337
C: -0.034 -0.623 -5.334  -1.3805
C: -0.910 1.753 -4.991  -1.3456
Cl: 0.074 0.183 -2.941  -0.1269
H: -0.025 -0.657 -6.427  0.3732
H: -1.008 -0.988 -4.997  0.3828
H: 0.750 -1.295 -4.973  0.3729
H: 1.808 1.539 -6.023  0.3747
H: 2.333 0.597 -4.627  0.3408
H: 1.704 2.255 -4.418  0.3672
H: -1.024 2.028 -6.058  0.3683
H: -0.708 2.682 -4.454  0.3653
H: -1.861 1.336 -4.668  0.3552
C: 1.884 -1.006 2.106  0.3645
C: 1.075 -1.991 1.424  -0.6193
C: 1.365 -1.854 0.024  -0.9157
H: 0.502 -2.771 1.900  0.5479
C: 2.276 -0.727 -0.130  -0.3270
C: 2.613 -0.270 1.152  -0.7760
H: 3.318 0.480 1.409  0.5456
H: 2.172 -1.141 3.146  0.6088
H: 1.086 -2.533 -0.758  0.6634
H: 2.723 -0.426 -1.081  0.5560
C: -2.079 0.884 1.826  -0.3315
C: -2.191 -0.504 2.264  0.2215
C: -2.225 -1.360 1.131  -0.7091
H: -2.420 -0.839 3.299  0.5686
C: -2.189 -0.519 -0.044  -0.5263
C: -2.089 0.906 0.431  -0.6945
H: -2.144 1.769 -0.227  0.5269
H: -2.096 1.729 2.537  0.4197
H: -2.297 -2.461 1.127  0.4565
H: -2.430 -0.794 -1.084  0.6940
Pd: -0.156 -0.463 0.072  0.3589
C: 0.048 1.604 5.086  -1.0570
C: 0.243 0.310 4.335  0.7851
C: -0.046 -1.003 5.034  -1.3036
O: 0.582 0.351 3.119  -0.2778
H: 0.008 1.429 6.199  0.3823
H: -0.893 2.031 4.749  0.2310
H: 0.851 2.262 4.837  0.3602
H: -0.208 -1.791 4.318  0.3357
H: 0.792 -1.293 5.708  0.3779
H: -0.955 -0.874 5.667  0.4170

HOMO-LUMO gap (alpha / beta) = 9.42 / 5.47 eV
Multiplicity = 5
ΔE to the lowest compared entry with this formula, charge and spin = 0.0 kJ/mol
Net charge = +2